91
Properties=species:S:1:pos:R:3:lowdin_charge:R:1 method="wB97M-V/def2-TZVPD" lumo_ev=0.142 total_charge=0 e_homo_ev=-8.528 gap_ev=8.67 fmax_ev_per_a=3.51
Y 13.331 14.223 12.961 0.9947
O 10.726 17.157 11.745 -0.3082
Cl 11.842 16.383 11.212 0.8215
O 11.997 16.454 9.782 -0.2609
O 11.571 14.893 11.564 -0.5903
O 13.200 16.573 11.975 -0.4751
C 9.655 11.336 11.189 -0.1638
N 10.705 12.195 11.697 -0.4798
P 10.648 12.727 13.382 0.9865
C 10.215 11.278 14.321 -0.3776
C 11.200 10.682 15.127 -0.0803
C 10.876 9.563 15.877 -0.0753
C 9.581 9.057 15.861 -0.0778
C 8.608 9.668 15.074 -0.0813
C 8.911 10.785 14.315 -0.1163
C 9.188 13.797 13.488 -0.3595
C 8.536 13.867 14.732 -0.1233
C 7.455 14.719 14.892 -0.0875
C 7.002 15.517 13.840 -0.0842
C 7.630 15.418 12.612 -0.0817
C 8.696 14.545 12.414 -0.0922
P 12.252 12.254 10.888 0.9713
C 12.560 10.584 10.356 -0.3784
C 11.953 10.094 9.202 -0.1015
C 12.216 8.808 8.782 -0.0830
C 13.084 8.000 9.503 -0.0768
C 13.679 8.504 10.659 -0.0792
C 13.413 9.785 11.114 -0.0787
C 11.985 13.085 9.290 -0.3884
C 13.115 13.072 8.464 -0.1391
C 13.050 13.645 7.202 -0.0705
C 11.835 14.143 6.716 -0.0817
C 10.704 14.094 7.511 -0.0839
C 10.770 13.595 8.813 -0.0974
H 9.777 10.283 11.510 0.0935
H 9.650 11.357 10.087 0.0689
H 8.685 11.702 11.537 0.0729
H 12.219 11.074 15.147 0.0542
H 11.664 9.043 16.426 0.1123
H 9.312 8.187 16.480 0.1116
H 7.588 9.262 15.061 0.1107
H 8.119 11.270 13.733 0.1113
H 8.807 13.180 15.546 0.1117
H 6.961 14.755 15.866 0.1099
H 6.155 16.183 13.978 0.1060
H 7.293 16.037 11.776 0.1145
H 9.172 14.443 11.435 0.0869
H 11.294 10.746 8.611 0.1110
H 11.729 8.437 7.871 0.1120
H 13.302 6.979 9.164 0.1103
H 14.341 7.882 11.267 0.1102
H 13.862 10.164 12.058 0.0811
H 14.011 12.542 8.790 0.1014
H 13.965 13.692 6.590 0.1144
H 11.788 14.530 5.686 0.1112
H 9.756 14.514 7.169 0.1098
H 9.870 13.600 9.449 0.0999
Cl 14.890 15.668 15.848 0.6881
C 15.753 15.999 14.387 -0.7123
C 15.383 15.364 13.223 -0.3285
C 15.950 15.509 11.972 -0.7006
Cl 15.255 14.647 10.614 0.7199
C 16.983 16.423 11.868 -0.7094
Cl 17.732 16.706 10.357 0.6980
C 17.382 17.125 13.020 -0.6713
Cl 18.665 18.275 12.892 0.6713
C 16.772 16.925 14.271 -0.7133
Cl 17.294 17.772 15.657 0.6988
C 9.345 19.990 15.940 -0.2325
Ge 10.810 19.071 15.063 0.7180
C 11.278 19.906 13.364 -0.2151
C 12.401 19.033 16.198 -0.2459
C 10.290 17.207 14.736 -0.5069
Se 11.960 16.142 14.700 0.8351
C 11.613 15.136 16.315 -0.3823
H 9.600 21.045 16.175 0.0275
H 9.089 19.507 16.906 0.0258
H 8.433 20.028 15.317 0.0239
H 11.671 20.918 13.578 0.0291
H 10.377 19.990 12.734 0.0282
H 12.043 19.331 12.827 0.0134
H 12.648 20.070 16.503 0.0295
H 13.275 18.581 15.692 0.0027
H 12.191 18.456 17.108 0.0191
H 9.825 17.098 13.748 -0.0087
H 9.624 16.830 15.525 0.0307
H 11.745 15.801 17.185 0.0342
H 12.361 14.326 16.370 0.0127
H 10.595 14.729 16.298 0.0111
N 14.517 11.225 14.279 -0.0302
C 14.112 12.279 13.955 -0.3865

45
Properties=species:S:1:pos:R:3:lowdin_charge:R:1 method="wB97M-V/def2-TZVPD" lumo_ev=0.547 smiles="COc1ccc([C@H]2C=C(C(=O)O)O[C@@H](OCCCCO)C2)cc1" total_charge=0 e_homo_ev=-8.519 gap_ev=9.07 fmax_ev_per_a=0.89
C -4.226 -2.159 -0.513 -0.0825
H -4.192 -3.052 0.120 0.0956
O -3.037 -2.005 -1.253 -0.0922
C -1.863 -1.855 -0.582 -0.2955
C -1.725 -1.854 0.801 -0.0217
C -0.473 -1.684 1.367 -0.0379
C 0.658 -1.503 0.584 -0.2009
C 0.514 -1.510 -0.798 -0.0207
C -0.726 -1.685 -1.373 0.0023
H -0.844 -1.694 -2.445 0.1233
H 1.378 -1.367 -1.428 0.1212
C 1.999 -1.279 1.256 -0.2305
C 3.143 -1.382 0.300 0.0335
C 3.853 -0.322 -0.086 -0.1544
O 3.623 0.976 0.326 0.0146
C 2.375 1.191 0.922 -0.3398
O 1.442 1.283 -0.122 -0.0588
C 0.192 1.834 0.226 -0.2020
C -0.593 2.062 -1.062 -0.1554
H -0.632 1.118 -1.606 0.1075
C -2.008 2.578 -0.809 -0.1754
C -2.951 1.489 -0.294 -0.2804
H -3.019 0.685 -1.029 0.1161
O -4.271 1.950 -0.117 -0.0641
H -4.256 2.725 0.455 0.0853
H -2.568 1.070 0.648 0.1126
H -1.975 3.402 -0.088 0.1154
H -2.421 2.967 -1.741 0.1186
H -0.043 2.779 -1.673 0.1198
H -0.354 1.146 0.884 0.1117
H 0.342 2.786 0.761 0.1353
C 2.064 0.094 1.948 -0.0468
H 2.872 0.101 2.682 0.1355
H 1.129 0.321 2.458 0.1183
H 2.462 2.169 1.433 0.1674
C 5.004 -0.438 -1.032 -0.4660
O 5.410 -1.490 -1.444 0.1270
O 5.544 0.732 -1.386 0.1421
H 5.062 1.459 -0.957 0.1160
H 3.408 -2.348 -0.099 0.1388
H 2.117 -2.054 2.024 0.1540
H -0.383 -1.696 2.445 0.1201
H -2.579 -1.988 1.446 0.1060
H -4.433 -1.278 0.102 0.0910
H -5.017 -2.272 -1.252 0.0961

19
Properties=species:S:1:pos:R:3:lowdin_charge:R:1 method="wB97M-V/def2-TZVPD" lumo_ev=-3.528 total_charge=+1 e_homo_ev=-13.559 gap_ev=10.03 fmax_ev_per_a=1.85
C 2.119 -1.347 0.433 -0.1646
C 0.733 -1.406 1.160 -0.5847
S -0.532 -2.130 0.077 0.7615
H 2.094 -0.549 -0.310 0.0434
H 2.287 -2.384 0.079 0.0792
H 2.848 -0.937 1.210 0.1063
H 0.871 -2.122 2.003 0.0886
H 0.515 -0.312 1.332 0.0694
H -1.364 -2.519 1.069 -0.0894
O -0.906 2.458 0.920 0.0800
C -0.195 2.354 -0.050 -0.1960
C -0.599 1.396 -1.184 -0.1116
N -1.818 0.621 -0.804 0.1358
H 0.758 2.906 -0.183 0.1488
H -0.827 1.971 -2.122 0.1541
H 0.281 0.722 -1.407 0.1358
H -2.563 0.519 -1.501 0.1728
H -1.492 -0.399 -0.700 0.0231
H -2.210 1.157 -0.023 0.1474

77
Properties=species:S:1:pos:R:3:lowdin_charge:R:1 method="wB97M-V/def2-TZVPD" lumo_ev=0.102 smiles="Fc1cc(F)cc(/C=C/[C@@H](Cc2ccccc2)c2cc(F)cc(F)c2)c1.CC1(C)OB(c2ccc(C(F)(F)F)cc2)OC1(C)C" total_charge=0 e_homo_ev=-8.786 gap_ev=8.89 fmax_ev_per_a=2.93
F -1.941 5.090 -2.910 0.0328
C -1.895 3.709 -2.996 -0.2220
C -3.084 2.987 -3.117 0.0608
C -2.993 1.590 -3.064 -0.2196
F -4.163 0.848 -3.030 0.0317
C -1.773 0.930 -2.923 0.0285
C -0.592 1.694 -2.848 -0.1574
C 0.703 0.917 -2.551 -0.2688
C 1.995 1.685 -2.613 -0.0324
C 3.198 1.082 -2.717 -0.0332
C 4.458 1.778 -2.829 -0.2035
C 5.680 1.055 -2.929 0.0394
C 6.863 1.733 -3.199 -0.2405
F 8.028 1.015 -3.356 0.0365
C 6.942 3.122 -3.311 0.0609
C 5.740 3.809 -3.157 -0.2361
F 5.768 5.181 -3.244 0.0367
C 4.515 3.190 -2.902 0.0418
C -0.646 3.093 -2.846 0.0423
H -4.035 3.502 -3.225 0.1306
H -1.747 -0.159 -2.795 0.1361
H 0.757 -0.008 -3.152 0.1488
H 1.894 2.743 -2.364 0.0983
H 3.294 -0.007 -2.708 0.1204
H 5.675 -0.034 -2.828 0.1276
H 7.877 3.641 -3.485 0.1303
H 3.591 3.761 -2.781 0.1167
H 0.240 3.713 -2.670 0.1178
C -0.805 1.937 2.996 -0.0167
C -1.616 0.737 3.469 -0.4523
C -1.541 0.684 4.992 -0.0090
C -3.074 0.699 2.812 -0.4630
C -4.120 -0.040 3.679 -0.0052
C -3.664 2.039 2.431 -0.0121
O -2.856 -0.078 1.619 0.1336
B -1.899 -0.979 2.083 -0.6099
C -1.794 -2.393 1.485 -0.0564
C -1.084 -3.389 2.179 0.0006
C -1.346 -4.731 1.919 -0.0003
C -2.254 -5.051 0.921 -0.1350
C -2.760 -6.455 0.781 -0.5196
F -4.131 -6.474 0.855 0.1145
F -2.423 -7.019 -0.420 0.1166
F -2.294 -7.292 1.754 0.1139
C -2.767 -4.090 0.060 -0.0033
C -2.527 -2.748 0.334 0.0019
C 0.617 0.564 -1.116 -0.1403
C 1.494 -0.593 -0.618 -0.2170
C 1.649 -1.835 -1.256 -0.0418
C 2.352 -2.864 -0.605 -0.0828
C 3.071 -2.606 0.570 -0.0912
C 3.030 -1.318 1.114 -0.0778
C 2.277 -0.316 0.498 -0.0484
O -0.998 -0.480 2.997 0.1435
H -1.197 2.850 3.468 0.0959
H 0.246 1.834 3.299 0.0957
H -0.839 2.062 1.904 0.0906
H -2.042 1.555 5.441 0.0973
H -2.002 -0.242 5.371 0.0922
H -0.476 0.705 5.281 0.0979
H -4.416 0.564 4.551 0.0951
H -5.018 -0.191 3.060 0.1012
H -3.764 -1.027 4.025 0.0999
H -3.955 2.575 3.346 0.0981
H -2.969 2.669 1.865 0.0820
H -4.573 1.889 1.837 0.0991
H -0.350 -3.120 2.942 0.1255
H -0.863 -5.511 2.495 0.1208
H -3.372 -4.387 -0.793 0.1278
H -2.931 -1.978 -0.324 0.1200
H -0.429 0.344 -0.824 0.1271
H 0.869 1.443 -0.498 0.1268
H 1.262 -1.989 -2.276 0.1137
H 2.317 -3.873 -1.016 0.1025
H 3.678 -3.399 1.027 0.1048
H 3.563 -1.074 2.025 0.0996
H 2.378 0.734 0.812 0.1195

77
Properties=species:S:1:pos:R:3:lowdin_charge:R:1 method="wB97M-V/def2-TZVPD" lumo_ev=-0.248 smiles="NC(N)=O.NC(N)=O.NC(N)=O.NC(N)=O.CCO.CCO.CCO.CCO.CCO" total_charge=0 e_homo_ev=-8.785 gap_ev=8.54 fmax_ev_per_a=9.15
C -2.716 -3.159 -0.608 -0.0728
C -2.511 -4.658 -0.495 -0.2505
O -1.834 -5.052 0.744 -0.1058
H -3.020 -2.930 -1.649 0.0961
H -1.897 -2.504 -0.370 0.0207
H -3.597 -2.863 -0.037 0.0793
H -1.976 -5.110 -1.328 0.1098
H -3.497 -5.152 -0.294 0.1247
H -1.982 -5.970 0.828 0.0651
C 0.091 3.845 -3.274 -0.0765
C -0.561 2.522 -3.859 -0.2432
O -0.196 2.467 -5.310 -0.1106
H 1.168 3.912 -3.178 0.0631
H -0.294 4.156 -2.284 0.0611
H -0.097 4.659 -3.944 0.0544
H -1.694 2.487 -3.770 0.1214
H -0.276 1.669 -3.301 0.0412
H 0.555 1.862 -5.369 0.0662
C 0.759 4.082 0.372 -0.0604
C 1.773 3.696 1.439 -0.3122
O 2.953 4.425 1.131 -0.0767
H 0.777 5.174 0.285 0.1039
H -0.119 3.564 0.577 0.0322
H 1.074 3.687 -0.526 0.0075
H 1.943 2.649 1.438 0.0685
H 1.434 4.083 2.411 0.1063
H 3.726 3.984 1.507 0.0842
C 2.271 1.164 -1.558 -0.0640
C 2.158 0.144 -0.389 -0.2914
O 3.301 -0.695 -0.501 -0.0626
H 2.907 2.002 -1.236 0.0683
H 1.275 1.744 -1.585 0.0578
H 2.489 0.753 -2.564 0.0893
H 1.246 -0.446 -0.595 0.0782
H 2.026 0.658 0.598 0.0879
H 3.036 -1.536 -0.272 -0.0398
C -1.802 1.267 -0.692 -0.0621
C -2.120 0.369 0.483 -0.3071
O -1.041 -0.463 0.733 -0.1246
H -1.636 0.746 -1.568 0.0129
H -0.767 1.605 -0.443 0.0662
H -2.343 2.244 -0.829 0.1085
H -2.995 -0.260 0.277 0.1119
H -2.319 0.987 1.378 0.1095
H -0.957 -1.092 0.035 0.0152
C -0.159 -1.807 -3.343 -0.6182
O -0.298 -1.286 -2.129 -0.0764
N 0.605 -2.843 -3.604 0.1729
N -0.554 -1.203 -4.440 0.1492
H 0.913 -3.410 -2.834 0.0145
H 0.915 -3.170 -4.486 0.1050
H -1.321 -0.498 -4.283 0.1390
H -0.606 -1.739 -5.305 0.1163
C -0.159 2.066 3.268 -0.6207
O -1.219 2.849 2.742 -0.0934
N 0.397 2.250 4.396 0.1142
N 0.270 0.929 2.764 0.1320
H 0.052 3.191 4.681 0.1642
H 1.401 2.158 4.695 0.1790
H -0.132 0.664 1.873 0.0703
H 1.141 0.409 3.002 0.1678
C 1.326 -3.640 -0.196 -0.6226
O 1.047 -4.090 -1.444 -0.0959
N 2.478 -3.320 0.146 0.1487
N 0.391 -3.474 0.744 0.1882
H 3.215 -3.420 -0.601 0.1792
H 2.666 -3.100 1.173 0.1778
H -0.477 -3.876 0.545 0.0215
H 0.597 -2.891 1.664 0.1826
C -1.123 -1.056 5.131 -0.6682
O -1.775 -1.869 6.009 -0.1237
N -0.262 -0.132 5.480 0.1157
N -1.216 -1.089 3.845 0.1497
H 0.092 -0.131 6.466 0.1365
H -0.107 0.748 4.875 0.0571
H -1.949 -1.674 3.410 0.1386
H -0.863 -0.258 3.349 0.0477

15
Properties=species:S:1:pos:R:3:lowdin_charge:R:1 method="wB97M-V/def2-TZVPD" lumo_ev="-1.162 / -1.169" total_charge=0 e_homo_ev="-8.764 / -8.735" gap_ev="7.60 / 7.57" fmax_ev_per_a=4.04
C -0.984 -1.946 -0.686 -0.0958
C -1.182 -0.661 -1.101 -0.0911
C -0.113 -2.189 0.371 -0.0943
C -0.936 0.474 -0.287 -0.0681
C 0.175 -1.085 1.083 0.0124
C -0.193 0.107 0.821 -0.2607
C 1.620 2.292 1.241 -0.2367
O -0.773 2.890 1.523 -0.5474
S 0.227 1.905 2.032 0.8905
H -1.116 -2.770 -1.280 0.0810
H -1.849 -0.655 -1.946 0.1019
H 0.072 -3.214 0.699 0.1070
H -1.358 1.504 -0.644 0.1485
H 2.626 1.869 1.513 0.0574
H 1.706 3.076 0.598 -0.0048